Density functional theory data (ωB97M-V/def2-TZVPD) for a structure of composition C2H6Br2NS2.

ORCA input file:
```
! wB97M-V def2-TZVPD RIJCOSX def2/J DEFGRID3
* xyz 1 1
C -1.36621 -1.87472 1.06672
C 0.22038 0.88697 -0.69168
N 1.12372 0.81147 0.49677
S 0.78050 0.38147 -2.29581
S -0.79183 2.22149 -0.68487
Br -0.14177 -2.75086 0.01350
Br -0.80535 -0.73460 2.43123
H -2.28609 -2.32064 1.23271
H 0.58617 0.71114 1.38447
H 1.70324 -0.09930 0.36796
H 1.74538 1.65223 0.74111
H 0.83835 -1.02449 -2.31416
H -1.60651 2.13985 -1.74794
*
```

E_tot: -165405.9571 eV
relative energy (zero: lowest compared OMol25 entry of this formula, charge and spin): 3.013 eV
frontier orbital gap (alpha / beta): 7.116 / 7.917 eV